This record from the OMol25 dataset describes 9 unconnected molecules or ions with the total composition C29H46Br16N3O2PS. The level of theory is ωB97M-V with the def2-TZVPD basis set.

Output
HOMO-LUMO gap, eV: 7.181
Electronic energy, a.u.: -43370.5103
ΔE to the lowest compared entry with this formula, charge and spin, eV: 18.172
HOMO energy, eV: -7.2
SMILES: NCN1c2cc(O)ccc2Sc2ccc(P(N)O)cc21.BrCCBr.BrCCBr.BrCCBr.BrCCBr.BrCCBr.BrCCBr.BrCCBr.BrCCBr

Last column: Löwdin charge in e.
CARTESIAN COORDINATES (ANGSTROEM)
N  6.97  -2.99  -0.07  -0.08
C  5.51  -2.80  -0.47  -0.26
N  4.91  -1.58  0.19  -0.13
C  5.74  -1.07  1.34  -0.15
C  6.63  0.31  1.16  0.07
C  7.53  0.86  2.44  -0.19
O  8.28  2.11  2.26  -0.11
C  7.63  0.10  3.91  0.01
C  6.72  -1.30  4.07  -0.07
C  5.80  -1.85  2.82  -0.39
S  4.69  -3.40  2.92  0.78
C  3.14  -2.84  1.96  -0.37
C  1.60  -3.22  2.38  -0.05
C  0.40  -2.57  1.41  -0.08
C  0.71  -1.61  0.10  -0.32
P  -0.65  -0.80  -1.01  0.80
N  -1.98  -1.99  -1.34  -0.21
O  0.13  -0.34  -2.54  -0.46
C  2.28  -1.27  -0.34  0.02
C  3.47  -1.90  0.62  -0.14
H  7.50  -3.52  -0.82  0.06
H  6.94  -3.66  0.74  -0.03
H  4.92  -3.75  -0.04  0.12
H  5.45  -2.76  -1.66  0.14
H  6.59  0.91  0.14  0.11
H  7.58  2.84  2.16  0.13
H  8.27  0.53  4.82  0.10
H  6.69  -1.93  5.07  0.09
H  1.37  -3.89  3.33  0.10
H  -0.72  -2.79  1.70  0.07
H  -2.77  -1.36  -1.69  0.00
H  -2.31  -2.25  -0.36  0.03
H  0.54  0.57  -2.33  0.01
H  2.59  -0.62  -1.26  0.09
Br  -1.68  0.44  2.00  0.62
C  -3.29  1.51  2.29  -0.69
C  -4.11  1.62  1.03  -0.69
Br  -3.32  2.90  -0.22  0.59
H  -2.96  2.48  2.68  0.06
H  -3.84  0.98  3.07  0.02
H  -5.11  2.02  1.25  0.00
H  -4.21  0.68  0.50  0.05
Br  -7.75  2.39  -0.09  0.64
C  -8.00  3.15  -1.87  -0.68
C  -6.83  4.02  -2.27  -0.69
Br  -6.92  5.76  -1.37  0.59
H  -8.95  3.68  -1.86  0.06
H  -8.07  2.29  -2.54  0.03
H  -6.86  4.26  -3.33  0.05
H  -5.86  3.59  -2.02  0.02
Br  -6.71  1.14  4.41  0.62
C  -8.37  0.75  3.45  -0.70
C  -9.53  0.59  4.41  -0.69
Br  -9.48  -1.14  5.31  0.60
H  -8.18  -0.14  2.85  0.06
H  -8.53  1.60  2.79  0.02
H  -10.48  0.60  3.87  0.06
H  -9.55  1.36  5.19  0.05
Br  9.04  -3.55  1.94  0.71
C  10.14  -4.98  1.18  -0.72
C  11.29  -4.42  0.39  -0.68
Br  10.70  -3.76  -1.35  0.60
H  9.47  -5.61  0.59  -0.02
H  10.50  -5.55  2.04  -0.03
H  12.02  -5.20  0.16  0.06
H  11.80  -3.59  0.89  0.05
Br  0.20  1.92  -4.73  0.67
C  -1.44  1.26  -5.56  -0.66
C  -2.65  1.99  -5.03  -0.67
Br  -3.14  1.36  -3.25  0.58
H  -1.47  0.18  -5.39  0.06
H  -1.31  1.45  -6.63  0.06
H  -3.53  1.79  -5.66  0.01
H  -2.51  3.07  -4.96  0.06
Br  10.67  -7.27  4.20  0.65
C  8.82  -7.91  4.15  -0.67
C  8.62  -8.90  3.02  -0.68
Br  8.51  -8.00  1.30  0.68
H  8.18  -7.03  4.06  0.06
H  8.66  -8.39  5.12  0.06
H  7.67  -9.43  3.14  0.06
H  9.43  -9.64  2.95  0.05
Br  -9.32  9.98  -0.92  0.59
C  -8.17  10.50  0.56  -0.70
C  -7.00  9.55  0.70  -0.69
Br  -7.55  7.87  1.53  0.58
H  -8.80  10.54  1.45  0.05
H  -7.82  11.50  0.32  0.06
H  -6.24  9.96  1.37  0.06
H  -6.53  9.29  -0.26  0.05
Br  -6.66  0.99  -5.22  0.62
C  -7.11  1.40  -7.08  -0.68
C  -5.93  2.01  -7.80  -0.69
Br  -5.69  3.88  -7.31  0.61
H  -7.99  2.04  -7.06  0.06
H  -7.37  0.44  -7.52  0.06
H  -6.10  2.02  -8.88  0.06
H  -4.98  1.50  -7.59  0.04


This record from the OMol25 dataset describes a molecular structure, C29H46BrHgN3P2. The level of theory is ωB97M-V with the def2-TZVPD basis set.

Output
HOMO-LUMO gap (alpha / beta), eV: 5.038 / 5.035
Electronic energy, a.u.: -4706.4169
ΔE to the lowest compared entry with this formula, charge and spin, eV: 0.628
Charge: +2
HOMO energy (alpha / beta), eV: -13.4 / -13.4

Last column: Löwdin charge in e.
CARTESIAN COORDINATES (ANGSTROEM)
N  6.76  4.67  0.15  0.10
C  6.66  3.46  0.69  -0.09
C  5.44  2.78  0.82  0.03
C  4.26  3.34  0.25  -0.18
C  4.40  4.66  -0.27  0.01
C  5.67  5.27  -0.30  -0.09
C  3.02  2.62  0.04  0.08
Hg  0.54  1.77  -1.22  0.92
P  -0.86  0.42  -2.60  0.84
C  2.58  2.33  -1.30  -0.35
C  3.32  1.17  -1.96  -0.29
C  3.50  1.23  -3.34  -0.05
C  3.81  0.08  -4.06  -0.10
C  3.99  -1.14  -3.39  -0.76
C  4.13  -1.12  -1.99  -0.09
C  3.76  0.03  -1.27  -0.04
Br  3.99  -2.70  -4.32  0.86
H  2.58  2.10  0.89  0.11
H  2.58  3.18  -2.01  0.11
H  5.45  1.82  1.32  0.12
H  3.54  5.21  -0.63  0.12
H  7.61  3.02  1.03  0.13
H  5.77  6.29  -0.71  0.13
H  3.34  2.18  -3.84  0.12
H  3.89  0.05  -0.20  0.09
H  3.92  0.14  -5.14  0.12
H  4.47  -2.00  -1.46  0.11
P  -1.18  2.90  0.37  0.87
C  0.03  -1.06  -3.27  -0.37
C  -0.44  -1.61  -4.61  -0.13
H  -0.01  -1.84  -2.50  0.10
H  1.09  -0.77  -3.33  0.05
H  0.20  -2.45  -4.90  0.08
H  -1.47  -1.99  -4.59  0.06
H  -0.38  -0.87  -5.42  0.08
C  -1.49  1.33  -4.07  -0.38
C  -2.74  0.80  -4.79  -0.13
H  -0.65  1.41  -4.78  0.09
H  -1.69  2.35  -3.72  0.07
H  -2.98  1.47  -5.62  0.09
H  -2.62  -0.19  -5.22  0.06
H  -3.62  0.78  -4.15  0.07
C  -2.38  -0.26  -1.78  -0.39
C  -3.06  -1.48  -2.42  -0.12
H  -3.10  0.57  -1.67  0.08
H  -2.06  -0.53  -0.76  0.07
H  -3.96  -1.72  -1.84  0.09
H  -3.37  -1.29  -3.45  0.06
H  -2.42  -2.37  -2.41  0.08
C  -2.41  1.76  1.13  -0.39
C  -3.24  2.33  2.27  -0.12
H  -1.86  0.86  1.45  0.05
H  -3.08  1.45  0.31  0.06
H  -2.67  2.44  3.20  0.07
H  -3.68  3.31  2.02  0.08
H  -4.08  1.65  2.48  0.09
C  -2.20  4.23  -0.36  -0.39
C  -1.53  5.07  -1.45  -0.15
H  -2.54  4.87  0.48  0.10
H  -3.10  3.74  -0.75  0.09
H  -0.94  5.89  -1.01  0.08
H  -0.86  4.47  -2.08  0.04
H  -2.30  5.51  -2.08  0.09
C  -0.31  3.61  1.79  -0.41
C  0.35  2.58  2.69  -0.16
H  -1.04  4.21  2.36  0.09
H  0.43  4.32  1.40  0.08
H  1.37  2.88  2.95  0.07
H  -0.20  2.43  3.63  0.09
H  0.42  1.59  2.22  0.00
C  2.40  -3.46  3.16  -0.01
N  1.45  -2.43  2.79  -0.13
C  0.09  -2.46  3.06  -0.04
C  -0.42  -1.27  2.58  -0.14
N  0.61  -0.53  2.04  0.00
C  1.72  -1.24  2.17  -0.16
H  2.65  -3.40  4.23  0.10
H  1.97  -4.45  2.96  0.10
H  3.32  -3.34  2.58  0.09
H  -0.40  -3.27  3.56  0.12
H  -1.44  -0.92  2.61  0.09
H  2.73  -0.98  1.86  0.12


This record from the OMol25 dataset describes 6 unconnected molecules or ions with the total composition C29H46N6O3. The level of theory is ωB97M-V with the def2-TZVPD basis set.

Output
HOMO-LUMO gap, eV: 7.599
Electronic energy, a.u.: -1686.3218
ΔE to the lowest compared entry with this formula, charge and spin, eV: 8.170
HOMO energy, eV: -7.4

Last column: Löwdin charge in e.
CARTESIAN COORDINATES (ANGSTROEM)
C  4.24  -4.00  3.36  0.08
C  5.49  -3.71  3.02  -0.06
C  6.83  -3.09  2.32  -0.14
C  6.42  -2.77  0.76  -0.07
C  5.23  -1.72  1.09  -0.29
C  5.05  -0.39  0.19  -0.14
C  3.51  0.02  -0.13  -0.20
C  2.47  -0.23  1.08  -0.20
C  1.62  1.13  1.46  -0.18
C  0.05  0.74  1.46  -0.22
C  -0.59  0.50  2.93  -0.21
C  -0.95  -1.03  3.27  -0.22
C  -1.86  -1.79  2.16  -0.22
C  -2.96  -0.86  1.43  -0.15
C  -3.77  -1.76  0.33  -0.20
O  -2.92  -2.71  -0.39  -0.37
C  -3.12  -4.08  0.06  -0.10
O  5.48  -1.13  2.43  -0.07
C  6.82  -1.52  2.83  -0.29
O  7.74  -0.86  3.40  0.06
H  3.12  -4.25  3.48  0.06
H  7.78  -3.71  2.52  0.14
H  7.29  -2.38  0.13  0.13
H  5.83  -3.70  0.41  0.13
H  4.26  -2.32  0.94  0.14
H  5.61  -0.54  -0.83  0.12
H  5.58  0.50  0.71  0.11
H  3.52  1.18  -0.33  0.06
H  3.07  -0.46  -1.08  0.11
H  2.94  -0.58  2.07  0.10
H  1.76  -1.09  0.73  0.11
H  1.94  1.45  2.53  0.10
H  1.85  2.02  0.76  0.10
H  -0.18  -0.14  0.72  0.11
H  -0.52  1.66  1.00  0.06
H  -1.51  1.18  3.07  0.09
H  0.19  0.84  3.73  0.11
H  -1.55  -1.02  4.28  0.11
H  -0.03  -1.71  3.47  0.11
H  -1.15  -2.34  1.44  0.10
H  -2.45  -2.62  2.73  0.12
H  -3.74  -0.42  2.17  0.12
H  -2.53  0.03  0.84  0.10
H  -4.14  -0.99  -0.47  0.12
H  -4.72  -2.22  0.79  0.12
H  -2.09  -4.46  0.46  0.10
H  -3.42  -4.80  -0.80  0.09
H  -3.86  -4.20  0.94  0.10
C  6.63  4.15  0.75  -0.07
C  5.72  3.42  -0.21  -0.22
N  5.01  2.84  -0.97  0.13
H  6.24  4.07  1.77  0.08
H  7.63  3.72  0.72  0.08
H  6.69  5.21  0.47  0.08
C  -5.37  -1.89  -3.53  -0.08
C  -4.13  -2.18  -2.72  -0.15
N  -3.14  -2.42  -2.05  0.07
H  -5.08  -1.44  -4.49  0.04
H  -5.92  -2.81  -3.72  0.08
H  -6.01  -1.19  -2.99  0.07
C  -2.85  -3.25  -6.61  -0.06
C  -4.12  -2.51  -6.94  -0.23
N  -5.13  -1.92  -7.19  0.12
H  -2.41  -2.85  -5.70  0.08
H  -3.07  -4.31  -6.46  0.08
H  -2.14  -3.15  -7.43  0.08
C  -8.25  -0.35  -7.43  -0.09
C  -9.37  0.31  -6.67  -0.25
N  -10.27  0.83  -6.07  0.09
H  -7.73  0.39  -8.04  0.08
H  -7.54  -0.80  -6.73  0.04
H  -8.65  -1.13  -8.08  0.08
C  -1.52  4.74  3.72  -0.06
C  -1.65  4.01  2.41  -0.22
N  -1.74  3.43  1.37  0.12
H  -1.84  5.78  3.60  0.06
H  -2.15  4.26  4.47  0.08
H  -0.48  4.72  4.06  0.08
C  1.21  7.23  1.62  -0.07
C  0.07  7.88  2.36  -0.24
N  -0.84  8.41  2.95  0.11
H  1.74  7.97  1.02  0.08
H  1.91  6.78  2.34  0.08
H  0.83  6.44  0.96  0.08